[1]
Molecular formula: C5H10Si
Method: DFT, ωB97M-V/def2-TZVPD

XYZ file:
```
16
Properties=species:S:1:pos:R:3:forces:R:3
C 1.4396 -3.2024 1.0625 0.52 -0.72 0.36
C 0.6547 -2.4102 0.6174 -1.74 2.32 -1.11
C 2.3239 -4.2301 1.6084 -0.03 0.15 -0.04
C -1.1460 2.9822 -1.1598 -0.10 -0.28 -0.23
C -0.7027 1.9094 -0.1605 0.06 -0.41 0.15
Si -1.3061 0.1906 -0.6807 1.41 -0.35 1.04
H 2.3702 -5.0844 0.9316 0.08 -0.05 0.09
H 3.3298 -3.8258 1.7350 0.03 -0.15 0.06
H 1.9520 -4.5655 2.5783 0.12 -0.07 -0.02
H -0.7985 3.9643 -0.8492 0.01 0.04 0.05
H -0.7410 2.7782 -2.1487 0.02 0.07 -0.12
H -2.2294 3.0125 -1.2429 -0.14 0.13 -0.05
H -1.0948 2.1556 0.8292 0.01 -0.24 0.01
H 0.3852 1.9286 -0.0755 -0.01 -0.21 0.01
H -2.5608 -0.2416 -0.0854 -0.20 -0.15 0.00
H -1.0515 -0.1713 -2.0674 -0.03 -0.09 -0.19
```
Positions in Å, forces in eV/Å.

## Properties
- Maximum force: 0.0604 Eh/bohr
- LUMO energy (spin up / spin down): -1.6 / -1.8 eV
- Energy relative to the best compared isomer or geometry (same formula, charge and spin): 126.76 kcal per mole
- E: -13218.341 eV


[2]
Molecular formula: C5H11AlNO2
Method: DFT, ωB97M-V/def2-TZVPD

XYZ file:
```
20
Properties=species:S:1:pos:R:3:forces:R:3
O 2.5359 -0.3604 -0.3646 0.21 0.13 0.00
C 1.5579 -0.2706 -1.0618 -0.02 -0.03 -0.33
O 0.6933 0.7261 -1.0117 0.04 0.10 0.70
C -0.7419 0.2950 -0.9232 -0.34 -0.28 -0.41
C -1.4822 0.3067 -2.2203 0.23 0.09 0.01
Al -3.3746 -0.4228 -1.9166 0.04 -0.03 0.00
H 1.3534 -1.0070 -1.8609 -0.19 -0.11 0.21
H -1.1789 0.9628 -0.1833 0.16 0.12 -0.06
H -0.7498 -0.7051 -0.4769 0.12 0.03 0.00
H -0.9518 -0.3363 -2.9352 -0.13 0.00 -0.03
H -1.4865 1.3212 -2.6357 -0.05 -0.03 0.03
H -4.3995 0.1654 -3.0343 0.01 0.00 -0.01
H -3.2659 -2.0503 -1.9917 -0.01 0.00 0.00
H -3.7897 0.0406 -0.4053 -0.03 0.02 -0.01
C 2.8045 0.4133 3.1462 0.01 -0.04 -0.05
C 1.7442 -0.1710 3.9590 0.04 0.02 0.03
N 0.9356 -0.6259 4.6339 -0.03 -0.02 0.02
H 2.4843 1.3712 2.7414 -0.02 -0.02 -0.01
H 3.6844 0.5591 3.7713 0.02 0.02 -0.04
H 3.0522 -0.2411 2.3115 -0.05 0.03 -0.03
```
Positions in Å, forces in eV/Å.

## Properties
- Maximum force: 0.0137 Eh/bohr
- Charge: -1
- LUMO energy: 2.9 eV
- Energy relative to the best compared isomer or geometry (same formula, charge and spin): 0.00 kcal per mole
- E: -17545.612 eV


[3]
Molecular formula: C5H11BO2
Method: DFT, ωB97M-V/def2-TZVPD

XYZ file:
```
19
Properties=species:S:1:pos:R:3:forces:R:3
B -0.8094 -0.7139 1.6218 1.97 1.44 1.65
C 0.1220 -1.5718 -1.2814 2.14 2.75 4.88
C 0.1556 -0.3415 -0.7749 -1.44 -0.40 -2.63
C 0.9814 1.8422 -1.2962 0.82 4.23 1.55
C 0.7524 -0.5663 1.9305 -1.17 -0.97 0.19
C -0.3161 1.0569 -1.1503 3.46 -1.59 -0.45
O -1.5530 0.4643 1.7280 0.37 -0.11 -0.77
O -1.4283 -1.8892 1.6392 -1.44 -1.71 -0.39
H -0.3409 -1.8796 -2.0962 -2.16 -1.13 -3.90
H 0.5581 -2.3258 -0.6510 0.36 -0.55 0.05
H 0.8030 3.0032 -1.3863 -0.23 -1.90 0.55
H 1.6940 1.7758 -0.4387 -0.78 -0.22 -0.37
H 1.6133 1.7857 -2.1461 0.16 -1.30 -1.20
H 1.4088 -1.4357 2.0275 -0.11 0.36 0.04
H 1.1975 0.4027 1.9666 0.40 0.42 0.06
H -0.7359 1.1451 -2.1368 -1.16 -0.41 -0.16
H -0.8317 1.4210 -0.3118 -1.15 0.81 0.60
H -2.2947 0.5682 1.1241 -0.23 -0.35 0.34
H -0.9759 -2.7412 1.6319 0.20 0.65 -0.03
```
Positions in Å, forces in eV/Å.

## Properties
- Maximum force: 0.1166 Eh/bohr
- <S²>: 2.015
- LUMO energy (spin up / spin down): 0.6 / -1.2 eV
- Energy relative to the best compared isomer or geometry (same formula, charge and spin): 0.00 kcal per mole
- Multiplicity: 3
- E: -10131.561 eV


[4]
Molecular formula: C5H11BaClNPrSe
Method: DFT, ωB97M-V/def2-TZVPD

XYZ file:
```
21
Properties=species:S:1:pos:R:3:forces:R:3
Pr 0.2895 0.1587 0.6015 0.10 -2.35 -1.49
Cl -0.4726 2.3433 -0.8047 -0.10 0.77 -0.12
C -2.0126 -0.2404 0.7704 -0.48 -0.17 0.19
H -2.0539 -0.7171 1.7611 -0.20 -0.10 0.15
H -2.5636 -0.8609 0.0566 0.21 0.03 0.04
H -2.4848 0.7379 0.8437 -0.22 0.19 0.12
Ba 0.3717 0.5684 -2.9487 0.05 -0.57 -0.35
C 3.0550 0.9595 -3.4030 -0.02 -0.33 -0.06
C -1.2374 0.0127 -5.0321 0.05 -0.17 -0.49
C 0.3488 -1.6534 -1.1223 0.85 -1.03 0.25
H -1.3917 -1.0248 -4.6764 0.09 0.72 -0.39
H -1.8555 0.8161 -4.6043 0.16 -0.36 -0.41
H -0.3347 0.2740 -5.6321 -0.91 -0.27 0.29
H 3.4222 0.0325 -2.9163 -0.08 0.72 -0.53
H 2.7793 0.9660 -4.4806 0.56 0.07 0.75
H 3.0128 1.8840 -2.8123 0.29 -0.23 -0.39
H -0.2792 -2.5151 -1.5548 -0.12 1.25 0.59
H 1.3381 -2.1968 -1.4064 -0.39 1.10 0.43
Se 0.8040 0.4328 4.6942 0.19 -0.37 0.73
C 0.3467 1.3936 3.2899 -0.69 1.41 -2.98
N 0.0783 1.9073 2.2398 0.63 -0.30 3.67
```
Positions in Å, forces in eV/Å.

## Properties
- Maximum force: 0.0726 Eh/bohr
- <S²>: 2.012
- Charge: -2
- LUMO energy (spin up / spin down): 4.2 / 4.2 eV
- Energy relative to the best compared isomer or geometry (same formula, charge and spin): 0.00 kcal per mole
- Multiplicity: 3
- E: -99479.935 eV


[5]
Molecular formula: C5H11BeBr4CaClFN2NaO10S
Method: DFT, ωB97M-V/def2-TZVPD

XYZ file:
```
38
Properties=species:S:1:pos:R:3:forces:R:3
N -4.5939 -0.5235 5.3870 9.00 6.76 -4.47
C -3.6362 0.2287 4.8911 -6.88 -2.92 2.39
O -2.8919 1.3325 4.2564 -0.56 -5.52 1.24
C -1.7264 0.7199 3.5361 0.99 0.09 0.17
O -1.0718 1.9668 3.0170 -3.67 -1.66 -1.12
S -2.2666 2.4194 1.8369 -0.64 6.75 -4.76
O -3.1396 3.6572 2.1571 2.59 -5.71 0.41
O -1.6315 2.7624 0.4668 -1.07 -3.05 6.20
O -3.1034 0.9247 1.5358 1.83 0.53 1.86
C -2.0992 -0.0412 2.0936 1.52 1.90 0.61
Br -2.5840 -1.9913 2.1466 0.34 2.51 -0.12
H -0.9712 0.1268 4.2444 -1.78 1.47 -1.59
H -1.1411 0.2736 1.4546 -1.71 -1.95 1.25
F -1.7775 3.3449 -1.5198 -0.32 0.66 -2.90
O -0.6624 0.9376 -3.2048 -1.06 -0.41 0.04
H -1.1025 1.6516 -2.7196 0.71 0.08 0.15
H -1.1469 0.8906 -4.0427 0.36 -0.14 0.00
Be -1.0879 4.7215 -2.8404 -1.36 -0.41 0.91
C 2.0591 2.9958 -5.1681 0.21 0.00 -1.13
Br 0.6471 3.4598 -3.9132 0.26 0.39 -0.38
Br 3.3556 1.7779 -4.3808 0.26 0.26 -0.02
Br 1.3434 2.3084 -6.8413 0.23 0.17 0.64
H 2.5932 3.9218 -5.4053 -0.01 -0.45 0.18
O -3.8888 -2.7270 7.5190 1.43 -4.55 2.06
H -4.2437 -1.9235 7.1848 -2.54 1.16 0.08
Cl -4.8435 -4.2872 8.6689 1.09 3.39 -2.19
Na 4.2904 -0.6522 -3.3667 0.34 -0.47 0.15
Ca -3.5800 2.6201 -2.2628 0.78 0.56 0.48
C 7.6451 -4.5582 -1.8174 0.05 -0.33 -0.33
N 6.9987 -3.2220 -1.7139 0.17 0.79 1.21
O 6.3502 -2.8299 -2.6908 0.11 0.21 0.81
O 7.1609 -2.6047 -0.6548 -0.60 -0.85 -2.17
H 7.4199 -4.9847 -2.7972 0.01 0.22 0.24
H 8.7208 -4.4142 -1.6975 -0.22 0.00 0.13
H 7.2368 -5.1842 -1.0214 0.16 0.21 -0.04
O -4.0168 -1.1293 -1.1129 -0.18 0.82 0.07
H -4.9400 -1.3141 -0.8838 0.21 -0.14 -0.06
H -3.6744 -0.6547 -0.3406 -0.06 -0.38 -0.03
```
Positions in Å, forces in eV/Å.

## Properties
- Maximum force: 0.2356 Eh/bohr
- Charge: +2
- LUMO energy: -7.1 eV
- E: -358289.760 eV


[6]
Molecular formula: C5H11Br3NO
Method: DFT, ωB97M-V/def2-TZVPD

XYZ file:
```
21
Properties=species:S:1:pos:R:3:forces:R:3
C 0.6401 -0.8113 0.7591 1.23 -2.70 -1.02
C 0.6580 1.4977 0.4475 1.90 -2.72 -1.62
C 0.0411 -0.0384 -1.5601 -0.28 -0.13 1.98
C -1.4926 0.5213 0.3609 -2.62 -0.95 -1.48
C -2.5685 -0.6185 0.2130 0.15 -1.08 0.88
N -0.0872 0.2308 -0.0099 0.50 1.52 -1.37
O -1.9666 -1.7875 0.6882 -0.54 0.77 -0.52
Br -2.3875 2.0131 -0.5110 0.98 0.67 0.11
Br -3.2670 -0.8097 -1.6515 0.14 -0.43 0.97
Br -4.1322 -0.2761 1.5052 1.12 0.12 -1.12
H 0.7372 -1.7827 0.0673 -0.49 2.06 1.93
H 1.6996 -0.4208 0.9250 -1.63 -0.85 -0.02
H 0.0974 -1.0064 1.6939 0.49 -0.12 -0.36
H 0.5036 1.5884 1.4938 0.25 0.12 0.86
H 1.6968 1.2413 0.1044 -0.80 0.89 0.87
H 0.3265 2.3009 -0.0886 -1.02 2.19 -1.20
H -0.3707 0.8341 -2.0067 -0.69 0.48 -0.59
H 1.1062 -0.0109 -1.8158 -0.27 -0.80 0.21
H -0.5967 -0.9528 -1.7166 1.26 0.90 -0.26
H -1.5215 0.7895 1.3636 0.23 0.30 1.92
H -2.6269 -2.2618 1.2145 0.10 -0.26 -0.19
```
Positions in Å, forces in eV/Å.

## Properties
- Maximum force: 0.0717 Eh/bohr
- Charge: +1
- LUMO energy: -3.7 eV
- Energy relative to the best compared isomer or geometry (same formula, charge and spin): 0.00 kcal per mole
- E: -219019.769 eV


[7]
Molecular formula: C5H11BrN
Method: DFT, ωB97M-V/def2-TZVPD

XYZ file:
```
18
Properties=species:S:1:pos:R:3:forces:R:3
C -1.5613 2.4537 0.0539 0.32 1.10 1.67
C -0.4371 1.4563 -0.0538 -2.41 -0.32 -1.22
C -0.5311 0.1414 -0.2936 1.25 0.26 1.28
Br -2.0960 -0.9021 -0.0295 -0.41 0.40 0.02
C 0.7674 -0.7212 -0.3139 -1.19 1.67 2.20
C 1.4140 -0.9135 1.0866 -0.07 1.21 0.95
N 0.4583 -1.9437 -0.9900 -1.30 -5.08 3.12
H -2.5541 2.1300 -0.2501 0.20 -0.13 -0.38
H -1.6840 2.6817 1.1713 0.23 -0.02 -1.38
H -1.2364 3.4276 -0.4464 -0.68 -1.37 0.62
H 0.4631 2.0092 -0.0726 1.47 -0.28 -0.07
H 1.3604 -0.0992 -0.9117 1.42 0.35 -1.00
H 2.3550 -0.3212 1.0451 -0.47 -0.66 0.29
H 1.6445 -1.9556 1.2883 0.17 -0.10 0.01
H 0.8441 -0.5039 2.0180 0.57 -0.74 -2.05
H 0.2208 -1.7892 -1.9198 -0.75 0.27 -2.27
H -0.5141 -2.3208 -0.4254 2.25 1.13 -1.93
H 1.0865 -2.8293 -0.9565 -0.59 2.32 0.15
```
Positions in Å, forces in eV/Å.

## Properties
- Maximum force: 0.1187 Eh/bohr
- SMILES: C/C=C(\Br)[C@@H](C)[NH3+]
- Charge: +1
- LUMO energy: -3.5 eV
- Energy relative to the best compared isomer or geometry (same formula, charge and spin): 40.39 kcal per mole
- E: -76887.752 eV


[8]
Molecular formula: C5H11BrO
Method: DFT, ωB97M-V/def2-TZVPD

XYZ file:
```
18
Properties=species:S:1:pos:R:3:forces:R:3
C 1.2051 -0.4871 -1.2232 0.09 0.14 -0.03
C 0.7617 -1.2878 1.1143 -0.06 0.23 0.05
C -1.0243 1.6993 -0.6504 -0.17 0.05 0.09
C 0.6401 -0.1074 0.1523 0.07 -0.37 0.05
C -0.7738 0.3746 -0.0157 -1.70 0.43 3.65
O -1.4873 0.6680 1.7434 1.71 0.15 -3.47
Br -1.9876 -0.9596 -0.6493 -0.14 -0.12 -0.20
H 2.2273 -0.8475 -1.1046 0.00 0.05 -0.02
H 0.6138 -1.2857 -1.6746 0.06 0.03 0.02
H 1.2188 0.3653 -1.9053 0.01 -0.06 -0.01
H 0.4589 -0.9878 2.1146 -0.03 -0.04 0.03
H 0.1414 -2.1207 0.7871 0.00 -0.06 -0.01
H 1.7926 -1.6285 1.1569 0.12 -0.02 -0.03
H -0.8617 1.6266 -1.7269 0.06 0.00 0.00
H -0.3617 2.4522 -0.2318 0.12 0.01 0.06
H -2.0532 2.0073 -0.4768 0.02 -0.06 -0.01
H 1.2156 0.7332 0.5559 -0.15 0.01 -0.04
H -1.7256 -0.2144 2.0341 -0.02 -0.36 -0.12
```
Positions in Å, forces in eV/Å.

## Properties
- Maximum force: 0.0787 Eh/bohr
- LUMO energy: 0.7 eV
- Energy relative to the best compared isomer or geometry (same formula, charge and spin): 30.37 kcal per mole
- E: -77452.115 eV